Density functional theory data (ωB97M-V/def2-TZVPD) for C39H38N2P2Ru as an isolated structure.

Structure (XYZ):
```
82
Properties=species:S:1:pos:R:3
Ru -0.059 -0.082 -0.602
C -2.626 0.349 1.818
P -3.518 0.304 0.166
C -3.837 -1.471 -0.099
C -5.188 -1.777 -0.274
C -5.609 -3.090 -0.447
C -4.681 -4.116 -0.454
C -3.330 -3.828 -0.288
C -2.913 -2.522 -0.111
C -2.104 0.724 -0.944
C -1.724 -0.138 -1.987
C -0.704 0.267 -2.889
C -0.269 1.616 -2.937
C -0.899 2.570 -2.189
C -1.957 2.239 -1.196
C -1.578 -0.643 2.045
C -1.524 -1.595 3.113
C -0.310 -2.218 3.046
C 0.370 -1.654 1.931
C 1.772 -1.857 1.496
P 2.015 -1.091 -0.152
C 1.545 -2.359 -1.357
C 1.903 -2.157 -2.697
C 1.495 -3.052 -3.669
C 0.710 -4.147 -3.320
C 0.345 -4.351 -1.996
C 0.763 -3.465 -1.015
C 3.728 -0.644 -0.351
C 4.073 0.694 -0.160
C 5.402 1.078 -0.254
C 6.374 0.131 -0.543
C 6.029 -1.201 -0.741
C 4.705 -1.595 -0.645
N -0.431 -0.738 1.306
H -3.387 0.277 2.594
H -2.194 1.356 1.865
H -5.923 -0.982 -0.274
H -6.661 -3.302 -0.574
H -5.003 -5.139 -0.588
H -2.603 -4.629 -0.294
H -1.852 -2.334 0.014
H -2.124 -1.144 -2.069
H -0.316 -0.452 -3.599
H 0.514 1.890 -3.633
H -0.654 3.616 -2.327
H -2.904 2.540 -1.678
H -2.306 -1.730 3.842
H 0.101 -2.965 3.704
H 2.073 -2.907 1.525
H 2.435 -1.336 2.200
H 2.518 -1.306 -2.973
H 1.795 -2.907 -4.698
H 0.393 -4.848 -4.080
H -0.252 -5.212 -1.727
H 0.479 -3.649 0.015
H 3.300 1.424 0.063
H 5.678 2.113 -0.107
H 7.410 0.431 -0.621
H 6.793 -1.930 -0.970
H 4.440 -2.633 -0.807
C 1.596 1.999 2.413
N 1.716 2.832 1.248
C 2.700 3.892 1.236
C 0.657 2.870 0.310
C -0.712 3.336 0.783
C -0.777 4.108 1.939
C -1.979 4.615 2.405
C -3.145 4.374 1.700
C -3.093 3.627 0.533
C -1.895 3.087 0.071
H 2.591 1.773 2.800
H 1.116 1.056 2.128
H 1.007 2.428 3.233
H 3.554 3.594 1.845
H 2.326 4.844 1.630
H 3.057 4.063 0.217
H 0.535 1.826 -0.134
H 0.977 3.467 -0.548
H 0.138 4.334 2.468
H -2.000 5.213 3.306
H -4.088 4.778 2.041
H -4.001 3.457 -0.032
```

Computed properties:
HOMO energy (alpha / beta) in Ha: -0.492 / -0.494
2S+1: 5
E_tot in Eh: -2395.44230
Net charge: +2
Frontier orbital gap (alpha / beta) in eV: 7.67 / 5.59
ΔE to the lowest compared entry with this formula, charge and spin in kcal per mole: 19.0
Lowest unoccupied orbital energy (alpha / beta) in eV: -5.72 / -7.85
⟨S²⟩: 6.06

The computed Löwdin charges, all in e, follow: 1.090, -0.235, 1.142, -0.388, -0.096, -0.053, -0.051, -0.063, -0.119, -0.423, -0.214, -0.104, -0.057, 0.000, -0.268, -0.280, 0.041, 0.033, -0.308, -0.221, 0.978, -0.388, -0.109, -0.055, -0.039, -0.053, -0.091, -0.376, -0.085, -0.053, -0.041, -0.048, -0.072, -0.074, 0.104, 0.084, 0.100, 0.118, 0.118, 0.103, 0.067, 0.113, 0.113, 0.128, 0.144, 0.167, 0.134, 0.131, 0.116, 0.120, 0.117, 0.120, 0.121, 0.114, 0.100, 0.078, 0.114, 0.120, 0.119, 0.117, -0.067, -0.291, -0.060, -0.164, -0.142, -0.020, -0.041, -0.046, -0.049, -0.191, 0.095, 0.056, 0.089, 0.092, 0.090, 0.092, 0.055, 0.136, 0.110, 0.119, 0.119, 0.116

---

Density functional theory data (ωB97M-V/def2-TZVPD) for C28H34BBiF8N8 as an isolated structure.

Structure (XYZ):
```
80
Properties=species:S:1:pos:R:3
Bi 0.313 -0.195 0.165
C 2.041 -2.961 -0.931
N 0.596 -2.735 -0.827
C -0.009 -3.782 -0.003
C -0.017 -2.687 -2.158
C 0.118 -1.288 -2.741
N -0.479 -0.257 -1.886
C -1.817 0.036 -2.191
C -2.900 -0.710 -1.727
F -2.680 -1.787 -0.953
C -4.206 -0.359 -2.010
F -5.199 -1.101 -1.506
C -4.495 0.737 -2.797
C -3.438 1.471 -3.294
F -3.670 2.542 -4.066
C -2.131 1.124 -3.007
F -1.139 1.872 -3.513
H 2.246 -3.917 -1.431
H 2.516 -2.160 -1.496
H 2.479 -2.987 0.063
H 0.139 -4.772 -0.454
H 0.451 -3.780 0.985
H -1.078 -3.601 0.104
H 0.458 -3.423 -2.822
H -1.069 -2.950 -2.066
H 1.176 -1.067 -2.888
H -0.344 -1.261 -3.733
H -5.517 1.009 -3.017
C 2.531 3.215 0.670
C 1.167 3.283 0.015
N 0.168 2.364 0.601
C 0.105 2.478 2.077
C -0.261 3.858 2.608
C -1.123 2.629 -0.055
C -2.276 1.829 0.521
N -1.869 0.459 0.795
C -2.729 -0.324 1.503
C -2.256 -1.471 2.163
F -0.919 -1.737 2.082
C -3.042 -2.334 2.885
F -2.458 -3.391 3.471
C -4.399 -2.121 3.027
C -4.905 -1.004 2.396
F -6.218 -0.744 2.472
C -4.119 -0.138 1.658
F -4.754 0.876 1.030
H 3.269 3.676 0.013
H 2.845 2.190 0.846
H 2.558 3.746 1.623
H 1.242 3.035 -1.043
H 0.774 4.306 0.068
H 1.078 2.172 2.462
H -0.619 1.741 2.427
H 0.481 4.612 2.345
H -0.317 3.815 3.696
H -1.233 4.192 2.243
H -0.977 2.387 -1.108
H -1.370 3.696 -0.011
H -3.097 1.902 -0.199
H -2.632 2.309 1.441
H -5.026 -2.790 3.595
B 4.459 0.006 0.496
N 3.739 0.302 -0.882
C 4.430 0.717 -1.948
C 3.553 1.195 -2.908
C 2.302 1.025 -2.329
N 2.415 0.489 -1.107
N 3.760 -1.106 1.302
C 4.313 -2.238 1.765
C 3.401 -2.865 2.593
C 2.295 -2.008 2.581
N 2.524 -0.945 1.809
H 5.568 -0.376 0.214
H 4.482 1.023 1.147
H 5.505 0.652 -1.945
H 3.786 1.590 -3.881
H 1.321 1.226 -2.733
H 5.314 -2.512 1.477
H 3.523 -3.789 3.132
H 1.352 -2.107 3.098
```

Computed properties:
HOMO energy in Ha: -0.286
2S+1: 1
E_tot in Eh: -2563.77895
Net charge: 0
Frontier orbital gap in eV: 8.39
ΔE to the lowest compared entry with this formula, charge and spin in kcal per mole: 0.0
Lowest unoccupied orbital energy in eV: 0.61

The computed Löwdin charges, all in e, follow: 1.992, -0.082, -0.337, -0.084, -0.199, -0.227, -0.217, -0.213, -0.161, 0.090, -0.212, 0.105, 0.085, -0.210, 0.098, -0.170, 0.095, 0.099, 0.078, 0.058, 0.098, 0.080, 0.079, 0.129, 0.109, 0.083, 0.132, 0.142, -0.075, -0.245, -0.270, -0.251, -0.063, -0.201, -0.225, -0.161, -0.209, -0.162, -0.033, -0.225, 0.090, 0.062, -0.218, 0.094, -0.144, 0.075, 0.090, 0.027, 0.075, 0.099, 0.118, 0.112, 0.101, 0.070, 0.084, 0.072, 0.096, 0.129, 0.111, 0.122, 0.134, -0.422, -0.070, -0.091, -0.046, -0.204, -0.081, -0.111, -0.106, -0.076, -0.200, -0.049, 0.072, 0.062, 0.118, 0.093, 0.090, 0.118, 0.089, 0.092